The following is a DFT calculation (the ωB97M-V functional and the def2-TZVPD basis) of a 5-piece molecular cluster, C54H59N5O16S overall.

Calculated values
Charge ... 0
HOMO-LUMO gap ... 8.2 eV
Energy ... -3968.5377 hartree
SMILES ... Cc1c(C[C@@H](O)CN)cc2c(c1CCO)C(=O)C(C[C@H](C)OCc1ccccc1)=C(CCCCS(=O)(=O)O)C2=O.O=[N+]([O-])c1ccccc1.O=[N+]([O-])c1ccccc1.O=[N+]([O-])c1ccccc1.O=[N+]([O-])c1ccccc1

Positions of all 135 atoms, in Å:
C  -3.07  1.38  1.99
C  -1.96  0.68  2.74
C  -2.28  0.11  3.99
C  -3.66  0.14  4.61
C  -4.21  -1.27  4.93
O  -4.41  -1.44  6.33
C  -5.51  -1.54  4.19
N  -5.95  -2.90  4.49
C  -1.28  -0.52  4.73
C  0.00  -0.60  4.22
C  0.35  -0.03  3.00
C  -0.64  0.62  2.24
C  -0.28  1.22  0.89
C  0.50  2.56  0.95
O  0.00  3.50  0.01
C  1.76  -0.19  2.58
O  2.31  0.55  1.83
C  2.49  -1.37  3.12
C  3.65  -1.80  2.27
C  3.26  -2.55  1.01
C  4.41  -3.46  0.52
O  3.00  -1.58  0.02
C  2.25  -2.09  -1.09
C  1.43  -0.94  -1.63
C  2.13  0.15  -2.17
C  1.42  1.25  -2.64
C  0.03  1.24  -2.57
C  -0.66  0.15  -2.07
C  0.05  -0.95  -1.58
C  2.14  -1.94  4.27
C  2.79  -3.14  4.90
C  2.73  -4.41  4.05
C  1.32  -5.03  3.83
C  0.22  -4.50  4.75
S  -1.30  -5.46  4.64
O  -1.83  -5.66  5.95
O  -2.15  -4.78  3.70
O  -0.92  -6.87  4.01
C  1.03  -1.31  5.03
O  0.95  -1.40  6.23
H  -3.81  0.67  1.63
H  -2.71  2.03  1.20
H  -3.59  2.03  2.69
H  -3.58  0.62  5.59
H  -4.37  0.68  4.01
H  -3.52  -2.05  4.60
H  -3.66  -1.95  6.66
H  -6.27  -0.82  4.49
H  -5.28  -1.44  3.13
H  -6.95  -3.01  4.41
H  -5.47  -3.57  3.91
H  -1.51  -0.95  5.69
H  0.27  0.50  0.30
H  -1.17  1.44  0.31
H  0.48  2.97  1.96
H  1.51  2.36  0.62
H  -0.96  3.56  0.09
H  4.38  -2.34  2.87
H  4.14  -0.90  1.92
H  2.40  -3.21  1.19
H  5.21  -3.55  1.24
H  4.83  -3.05  -0.39
H  4.07  -4.47  0.29
H  2.97  -2.37  -1.85
H  1.63  -2.94  -0.80
H  3.20  0.12  -2.19
H  1.98  2.08  -3.03
H  -0.52  2.10  -2.92
H  -1.74  0.14  -2.01
H  -0.43  -1.81  -1.14
H  2.38  -3.30  5.89
H  3.84  -2.89  5.04
H  3.21  -4.28  3.09
H  3.31  -5.17  4.57
H  1.39  -6.09  4.02
H  1.00  -4.95  2.79
H  -0.12  -3.53  4.40
H  0.50  -4.50  5.79
H  -0.93  -6.75  3.05
O  -5.68  -0.01  -1.60
N  -6.09  -0.97  -0.97
O  -7.26  -1.26  -0.84
C  -5.10  -1.83  -0.31
C  -3.76  -1.50  -0.41
C  -2.83  -2.30  0.22
C  -3.24  -3.41  0.95
C  -4.59  -3.73  1.03
C  -5.53  -2.94  0.39
H  -3.44  -0.63  -0.98
H  -1.78  -2.08  0.17
H  -2.50  -4.01  1.46
H  -4.91  -4.60  1.59
H  -6.58  -3.17  0.45
O  4.05  -4.86  -3.08
N  3.54  -4.31  -4.04
O  2.36  -4.32  -4.30
C  4.44  -3.57  -4.94
C  5.79  -3.56  -4.69
C  6.63  -2.87  -5.55
C  6.10  -2.21  -6.65
C  4.74  -2.22  -6.88
C  3.89  -2.91  -6.03
H  6.20  -4.08  -3.83
H  7.70  -2.86  -5.37
H  6.76  -1.68  -7.32
H  4.33  -1.70  -7.74
H  2.82  -2.92  -6.20
O  -1.89  4.56  -2.57
N  -2.41  5.63  -2.78
O  -3.52  5.79  -3.25
C  -1.63  6.83  -2.44
C  -0.36  6.66  -1.92
C  0.39  7.79  -1.62
C  -0.14  9.06  -1.83
C  -1.42  9.20  -2.34
C  -2.18  8.08  -2.64
H  0.05  5.67  -1.76
H  1.39  7.68  -1.22
H  0.45  9.93  -1.59
H  -1.84  10.19  -2.49
H  -3.18  8.19  -3.04
O  2.93  3.97  -4.04
N  2.00  3.96  -4.82
O  1.55  2.97  -5.35
C  1.36  5.25  -5.13
C  1.87  6.40  -4.56
C  1.27  7.62  -4.86
C  0.19  7.66  -5.73
C  -0.31  6.49  -6.29
C  0.28  5.27  -5.99
H  2.71  6.36  -3.88
H  1.66  8.53  -4.43
H  -0.27  8.61  -5.97
H  -1.15  6.53  -6.96
H  -0.10  4.36  -6.42

***

The following is a DFT calculation (the ωB97M-V functional and the def2-TZVPD basis) of one molecule with the formula CHN3O3.

Calculated values
ΔE to the lowest compared entry with this formula, charge and spin ... 36.4 kJ/mol
Charge ... 0
HOMO-LUMO gap (alpha / beta) ... 10.0 / 7.9 eV
Energy ... -428.3965 hartree
2S+1 ... 3

Positions of all 8 atoms, in Å:
C  0.99  -0.02  -0.03
N  -1.46  -0.01  -0.07
N  1.13  -1.27  -0.04
N  -0.40  0.70  -0.12
O  -2.54  0.53  0.09
O  0.93  -2.45  -0.10
O  -0.38  1.90  -0.14
H  1.73  0.62  0.41

***

The following is a DFT calculation (the ωB97M-V functional and the def2-TZVPD basis) of C6H7FO as an isolated structure.

Calculated values
ΔE to the lowest compared entry with this formula, charge and spin ... 548.0 kJ/mol
Charge ... 0
HOMO-LUMO gap ... 8.3 eV
Energy ... -407.7099 hartree

Positions of all 15 atoms, in Å:
C  -1.47  -1.12  -0.03
C  -0.39  -1.42  -0.73
C  -0.66  0.10  0.66
C  0.36  -0.30  -0.07
C  -1.15  0.97  1.70
C  2.33  0.21  -0.04
O  2.87  -0.50  1.00
F  2.95  0.00  -1.27
H  -2.42  -1.49  0.08
H  0.05  -2.06  -1.49
H  -2.06  1.53  1.32
H  -0.29  1.60  1.87
H  -1.44  0.38  2.54
H  2.53  1.29  0.17
H  2.98  -1.41  0.76